(1)
Below is an isolated molecule of CH4N2O in a non-equilibrium geometry, with properties calculated with the ωB97M-V functional and the def2-TZVPD basis.

```
8
Properties=species:S:1:pos:R:3:forces:R:3
N 0.208 -1.310 -0.069 0.571 1.011 -0.252
C -0.071 0.077 -0.124 -0.676 -1.128 0.570
N 0.496 0.874 0.858 -0.079 -0.623 -0.440
O -0.880 0.481 -0.924 0.307 0.457 -0.245
H 0.309 -1.594 -1.031 -0.180 -0.597 -0.081
H 0.999 -1.602 0.488 0.050 0.124 -0.063
H 0.874 0.370 1.640 0.080 0.021 0.217
H -0.184 1.558 1.112 -0.074 0.736 0.294
```
Forces are in eV/Å.

For the HOMO energy, the calculation gives -10.3 eV. The multiplicity is 1. Its HOMO-LUMO gap is 11.016 eV.

=====

(2)
Below is the ion C6H8N3O2S with charge +1 in a non-equilibrium geometry, with properties calculated with the ωB97M-V functional and the def2-TZVPD basis.

```
20
Properties=species:S:1:pos:R:3:forces:R:3
C -3.091 -0.417 -1.105 -0.369 1.449 -1.504
S -1.750 0.600 -1.898 1.039 -1.284 0.356
O -1.086 0.063 -3.041 -0.900 -0.194 0.639
O -1.949 1.996 -1.759 -0.480 -0.199 0.471
N -0.532 0.198 -0.546 0.701 4.405 2.509
C 0.321 -0.793 -0.501 1.358 0.826 1.654
C 1.355 -0.563 0.430 -0.968 1.692 -1.051
C 1.190 0.758 0.967 -2.127 -0.442 -0.582
N 0.063 1.370 0.510 -0.906 -4.009 -3.196
C 2.240 0.938 1.985 0.027 0.954 0.980
N 2.982 -0.076 2.002 0.861 -1.884 -0.028
C 2.534 -1.118 1.090 1.541 -0.688 0.624
H -2.976 -1.500 -1.103 0.163 0.201 -0.731
H -2.969 -0.078 -0.122 0.033 0.478 1.609
H -4.065 0.009 -1.454 0.807 -0.731 -0.110
H 0.075 -1.597 -1.134 0.244 -1.103 -0.633
H -0.584 2.174 0.567 1.067 -0.481 0.293
H 2.486 1.654 2.801 -0.888 0.235 -1.261
H 2.345 -2.004 1.670 -0.888 -0.283 0.998
H 3.414 -1.613 0.638 -0.315 1.058 -1.038
```
Forces are in eV/Å.

For the HOMO energy, the calculation gives -14.0 eV. The multiplicity is 1. The charge is +1. Its HOMO-LUMO gap is 9.317 eV.

=====

(3)
Below is a cluster of 2 separate species, C5H14N3 in total in a non-equilibrium geometry, with properties calculated with the ωB97M-V functional and the def2-TZVPD basis.

```
22
Properties=species:S:1:pos:R:3:forces:R:3
N 2.161 -0.561 -1.162 0.303 -0.216 -0.313
C 1.284 -0.862 -2.304 -1.062 0.145 -0.299
C -1.044 -1.035 -1.352 -0.538 -0.064 -0.345
C 0.072 -1.606 -1.784 0.673 0.243 0.787
H 2.862 0.113 -1.462 -0.053 -0.124 0.026
H 2.683 -1.410 -0.950 -0.001 0.160 0.210
H 1.730 -1.452 -3.108 0.285 0.065 0.059
H 0.945 0.080 -2.740 0.090 0.029 -0.004
H -1.806 -1.605 -0.832 -0.020 -0.161 -0.159
H -1.324 -0.016 -1.612 0.264 0.115 0.035
H 0.251 -2.650 -1.556 -0.128 -0.136 -0.005
C 1.153 1.166 1.521 -0.336 -0.190 0.470
N -2.502 0.839 1.770 0.394 -0.004 -0.311
C -1.232 1.143 1.928 0.487 0.170 0.348
N -0.221 0.730 1.227 -0.228 0.201 0.049
H 1.707 0.342 1.961 0.129 -0.101 -0.261
H 1.095 1.947 2.277 0.060 0.163 -0.146
H 1.618 1.520 0.613 0.110 -0.004 -0.040
H -2.813 0.285 0.991 -0.218 -0.106 -0.056
H -3.169 1.338 2.324 -0.349 -0.059 0.096
H -0.993 1.795 2.762 -0.095 0.044 -0.039
H -0.376 0.124 0.423 0.232 -0.168 -0.101
```
Forces are in eV/Å.

For the HOMO energy, the calculation gives -13.1 eV. The multiplicity is 1. The charge is +1. Its HOMO-LUMO gap is 10.092 eV.